# C33H36LuN4O4PS

A molecular structure, C33H36LuN4O4PS in a non-equilibrium geometry (ωB97M-V/def2-TZVPD, the Open Molecules 2025 dataset).

Calculated values
**Max |F|**: 0.0578 hartree/bohr
**LUMO**: 0.02335 Eh
**Gap between HOMO and LUMO**: 7.5 eV
**M**: 790.7 g mol⁻¹

Each line ends with the Mulliken charge.
Geometry (Å):
H1 -28.864 -2.249 3.338  0.403
C1 -20.234 0.132 4.748  -0.153
H2 -20.280 -0.824 4.252  -0.155
H3 -25.049 -3.314 1.823  0.335
H4 -17.244 6.153 4.677  0.464
C2 -23.018 1.295 0.055  -0.358
H5 -28.086 0.174 3.470  0.331
C3 -18.716 0.476 4.996  -1.173
H6 -21.667 0.910 3.415  0.076
C4 -23.921 0.293 0.425  0.338
H7 -23.747 -2.273 -0.897  0.238
H8 -19.397 -1.005 2.357  -0.418
C5 -18.785 3.644 -0.637  0.527
H9 -25.717 -0.635 -0.147  0.687
H10 -18.059 5.166 -2.879  0.358
H11 -18.622 1.503 5.381  0.362
H12 -13.958 3.092 2.531  0.374
H13 -16.752 5.021 -1.820  0.346
C6 -21.822 -2.681 1.960  -0.309
C7 -25.000 0.075 -0.363  -0.003
C8 -23.165 2.002 -1.162  -0.546
C9 -22.264 -3.696 -0.523  -0.596
O1 -21.061 0.429 1.126  -0.478
Lu1 -19.294 2.006 1.988  1.399
H14 -20.802 2.022 4.290  0.315
C10 -18.589 5.082 -0.718  0.059
H15 -18.116 -2.140 1.733  0.528
C11 -24.252 1.708 -2.016  -0.716
C12 -18.397 4.148 3.054  0.628
N1 -18.348 -0.165 0.945  -0.518
H16 -17.816 6.539 -1.860  0.363
H17 -20.742 0.071 5.725  0.453
C13 -27.474 -0.607 3.025  -0.770
C14 -17.479 -0.609 3.184  -1.036
H18 -16.418 -0.573 2.851  0.378
H19 -21.510 -2.169 2.882  0.117
C15 -14.251 4.756 3.988  -0.456
C16 -27.014 -2.931 2.610  -0.664
O2 -21.323 2.597 1.109  -0.812
H20 -19.535 5.468 -0.796  0.372
H21 -14.955 6.402 5.258  0.335
P1 -23.657 -0.645 1.963  0.057
C17 -17.736 5.472 -1.889  -1.308
C18 -21.068 -3.784 1.492  -0.501
O3 -18.913 3.286 3.856  -0.720
C19 -25.760 -2.551 2.175  0.037
C20 -15.983 3.704 2.718  0.806
C21 -23.108 -2.683 -0.082  -0.207
H22 -22.431 -4.047 -1.545  0.360
N2 -18.864 2.486 -0.588  -0.512
C22 -18.354 -1.126 2.103  0.312
H23 -18.219 5.344 0.268  0.084
H24 -20.822 -5.130 -0.221  0.387
C23 -22.838 -2.092 1.175  0.793
H25 -17.481 -0.116 0.476  0.310
H26 -17.220 1.281 3.717  0.225
H27 -19.050 -0.425 0.291  0.173
C24 -25.325 -1.204 2.250  0.058
H28 -24.342 2.360 -2.874  0.382
H29 -20.301 -4.215 2.110  0.459
H30 -26.016 0.690 -2.253  0.387
C25 -21.317 -4.287 0.241  -0.639
C26 -15.187 5.614 4.524  -0.557
N3 -17.994 0.618 3.717  0.100
H31 -13.223 4.892 4.296  0.366
N4 -20.772 1.131 3.823  -0.323
C27 -27.875 -1.943 3.049  -0.386
H32 -18.200 -0.192 5.656  0.556
C28 -16.542 5.504 4.196  -0.368
H33 -27.354 -4.028 2.666  0.284
C29 -16.956 4.556 3.314  -0.212
C30 -14.624 3.818 3.044  -0.684
H34 -17.509 -1.346 3.990  0.352
H35 -25.861 0.813 2.583  0.420
S1 -16.570 2.503 1.600  -0.482
C31 -21.739 1.474 0.814  1.025
C32 -26.204 -0.204 2.675  -0.295
H36 -22.430 2.847 -1.265  0.321
O4 -19.006 4.426 2.008  -0.709
C33 -25.185 0.779 -1.570  -0.976